# 1
C29H55BrN4O2 | wB97M-V/def2-TZVPD

Summary:
Gap between HOMO and LUMO ... 7.681 eV
HOMO energy ... -8.1 eV

The geometry in ORCA input format:
```
! RIJCOSX wB97M-V def2-TZVPD def2/J DEFGRID3
* xyz 0 1
C -8.5978 0.0930 -5.0647
C -8.2517 0.6427 -3.6033
C -7.4027 1.9464 -3.7773
Br -8.6782 3.3421 -4.4431
N -6.7854 2.4470 -2.5355
C -5.8263 3.4986 -2.8539
O -6.0259 4.6575 -3.0566
C -4.4169 2.8385 -2.8316
C -3.1482 3.2657 -3.3866
C -1.9880 2.3725 -3.1709
C -2.1696 1.1598 -2.4097
C -3.5053 0.7023 -1.8215
C -4.6228 1.5781 -2.0728
C -6.1281 1.4710 -1.6977
O -6.6012 0.7222 -0.8969
H -9.5706 0.5177 -5.4345
H -7.8264 0.4053 -5.8209
H -8.6607 -1.0213 -5.0896
H -7.7296 -0.1894 -3.0727
H -9.2472 0.8292 -3.1213
H -6.6583 1.7667 -4.6044
H -3.0765 4.2113 -3.9610
H -0.9964 2.6416 -3.6043
H -1.2931 0.4876 -2.2576
H -3.6442 -0.2456 -1.2627
C -2.0731 3.9469 0.9223
C -1.8690 2.5517 1.4915
N -0.8044 2.4509 2.4786
C -0.4830 1.0721 2.8240
C -1.5604 0.2425 3.5282
C -0.8872 3.3698 3.6056
C -2.1381 3.3070 4.4867
H -1.1622 4.3195 0.4485
H -2.8602 3.9172 0.1646
H -2.3877 4.6656 1.6819
H -1.6373 1.8976 0.6447
H -2.8279 2.1993 1.8996
H 0.4262 1.0564 3.4339
H -0.2076 0.5509 1.8995
H -1.6490 0.5066 4.5820
H -1.2878 -0.8166 3.4920
H -2.5398 0.3422 3.0586
H -0.7930 4.3911 3.2230
H -0.0042 3.2410 4.2395
H -3.0554 3.1972 3.9052
H -2.2273 4.2291 5.0667
H -2.0837 2.4883 5.2041
C 1.3082 -1.9313 -0.3164
C 1.7366 -2.5504 -1.6387
N 2.0185 -1.5772 -2.6844
C 2.1963 -2.1873 -3.9976
C 3.3925 -3.1221 -4.1955
C 2.9853 -0.5407 -2.3456
C 4.3938 -0.9842 -1.9394
H 0.4183 -1.3096 -0.4400
H 1.0689 -2.7210 0.3996
H 2.0997 -1.3244 0.1291
H 0.9163 -3.1929 -1.9735
H 2.5955 -3.2118 -1.4524
H 2.2371 -1.3985 -4.7556
H 1.2859 -2.7510 -4.2309
H 4.3247 -2.5678 -4.3038
H 3.2593 -3.6953 -5.1177
H 3.5037 -3.8386 -3.3808
H 2.5713 0.0614 -1.5301
H 3.0655 0.1622 -3.1808
H 4.3853 -1.8505 -1.2748
H 4.8982 -0.1714 -1.4105
H 5.0067 -1.2218 -2.8086
C 4.6139 -3.6904 1.3016
C 5.0890 -3.5916 2.7440
N 6.0703 -2.5417 2.9731
C 6.6838 -2.6135 4.2943
C 5.7853 -2.3872 5.5133
C 5.6849 -1.2051 2.5396
C 4.4202 -0.5936 3.1499
H 5.4494 -3.8631 0.6197
H 3.9191 -4.5275 1.1996
H 4.0814 -2.7914 0.9826
H 5.5433 -4.5538 2.9995
H 4.2091 -3.4788 3.3943
H 7.5204 -1.9090 4.3385
H 7.1461 -3.6018 4.3954
H 5.5549 -1.3313 5.6549
H 6.3053 -2.7189 6.4168
H 4.8499 -2.9449 5.4537
H 5.5632 -1.2193 1.4512
H 6.5216 -0.5192 2.7044
H 3.6025 -1.3131 3.2287
H 4.0702 0.2316 2.5240
H 4.6115 -0.1786 4.1393
*
```

***

# 2
C13H12AsF3N3O4ReS4Se | wB97M-V/def2-TZVPD

Summary:
Gap between HOMO and LUMO (spin up / spin down) ... 4.795 / 4.777 eV
Energy above the lowest of the compared OMol25 structures with the same formula, charge and spin ... 0.347 eV
HOMO energy (spin up / spin down) ... -14.1 / -14.1 eV

The geometry in ORCA input format:
```
! RIJCOSX wB97M-V def2-TZVPD def2/J DEFGRID3
* xyz 2 1
Re 0.7558 -2.1468 0.9503
S -0.5392 -5.1275 6.3631
As -1.6450 -3.4970 5.3904
S 0.1084 -2.6824 3.9996
S -0.5073 -3.4622 2.2325
S -0.5801 -3.2298 7.2760
O 1.4497 0.3073 -1.4019
C 1.3393 0.5921 -0.2538
O 1.4208 -0.3935 0.7496
C 1.0387 1.9563 0.2367
C 0.3230 2.1422 1.4221
C -0.1156 3.4085 1.7711
C 0.2021 4.4632 0.9368
C 0.9581 4.3115 -0.2074
C 1.3704 3.0415 -0.5681
N -0.3075 5.8228 1.2786
O 0.0803 6.7437 0.5910
O -1.0874 5.9004 2.2070
H 0.1086 1.3019 2.0697
H -0.6886 3.5942 2.6673
H 1.2084 5.1799 -0.8017
H 1.9642 2.8899 -1.4611
C 0.6848 -1.5093 -4.1948
N -0.4898 -1.1564 -3.3649
C -1.4429 -0.2320 -3.7062
C -2.3120 -0.1543 -2.6720
N -1.8748 -1.0350 -1.7085
C -2.5945 -1.2857 -0.4555
C -0.7568 -1.6349 -2.1441
Se 0.5156 -2.7722 -1.2624
H 0.5048 -1.1689 -5.2077
H 0.8250 -2.5845 -4.2054
H 1.5713 -1.0217 -3.7971
H -1.4293 0.2956 -4.6468
H -3.2084 0.4324 -2.5518
H -3.6584 -1.3520 -0.6639
H -2.4247 -0.4708 0.2491
H -2.2724 -2.2270 -0.0332
F 2.4602 -4.4689 1.4788
C 2.5516 -3.1799 1.1604
F 3.1531 -2.5251 2.1917
F 3.3403 -3.0660 0.0863
*
```

***

# 3
C3H5BrO2S | wB97M-V/def2-TZVPD

Summary:
Gap between HOMO and LUMO (spin up / spin down) ... 7.985 / 9.440 eV
Energy above the lowest of the compared OMol25 structures with the same formula, charge and spin ... 4.428 eV
HOMO energy (spin up / spin down) ... -9.6 / -10.0 eV

The geometry in ORCA input format:
```
! RIJCOSX wB97M-V def2-TZVPD def2/J DEFGRID3
* xyz 0 1
C 0.7184 -0.4712 0.6021
C -2.8742 0.8371 -0.0792
C -0.3290 -0.1976 -0.1344
O 2.1753 -1.1679 -1.4904
O 3.2079 -1.5074 0.7805
S 2.3374 -0.8425 -0.0959
Br 3.1244 1.2884 0.0268
H 0.8179 -0.2531 1.7206
H -2.8513 0.1761 -0.9403
H -3.5901 0.6121 0.6861
H -2.2424 1.6404 0.0693
H -0.4945 -0.1145 -1.1452
*
```

***

Calculated calculated total energy (eV), listed in the same order as above: -111060.599 -206125.739 -88158.783